Arrangement one

DFT (the ωB97M-V functional and the def2-TZVPD basis) results for C4H10O3 as an isolated structure.

- HOMO level: 0.66 eV
- Total charge: -2

Last column: natural (NBO) charge in e.
Positions of all 17 atoms, in Å:
C: 2.46569 1.23157 -0.98840  -0.031
O: 2.85728 1.05394 -2.33879  -1.007
C: 1.17439 0.27144 -0.69671  -0.425
C: 0.05733 0.55190 0.23572  -0.424
C: -0.89355 -0.65532 0.34185  -0.035
O: -1.58074 -0.74286 1.60624  -0.898
H: 2.03370 2.28310 -1.06519  0.075
H: 3.29271 1.36584 -0.12115  0.062
H: 0.76547 -0.15327 -1.59712  0.189
H: 1.75384 -0.58295 -0.29211  0.161
H: -0.51335 1.47860 -0.05657  0.160
H: 0.57963 0.76113 1.15352  0.183
H: -1.54457 -0.76799 -0.47701  0.144
H: -0.11340 -1.57469 0.35199  0.088
H: -2.61398 -1.25729 1.19721  0.476
H: -4.06457 -1.60053 1.82737  0.412
O: -3.65590 -1.66262 0.91912  -1.129

Arrangement two

DFT (the ωB97M-V functional and the def2-TZVPD basis) results for a 2-piece molecular cluster, C4H10O3 overall.

- HOMO level: -0.31 eV
- Total charge: -2

Last column: natural (NBO) charge in e.
Positions of all 17 atoms, in Å:
C: 1.20590 2.47735 -0.76996  0.039
O: 1.23341 3.19354 -1.89328  -0.946
C: 0.08949 1.42437 -0.48822  -0.443
C: 0.10428 0.59317 0.76838  -0.429
C: -0.72033 -0.69036 0.62329  -0.047
O: -0.04639 -1.80612 0.08609  -0.728
H: 1.06705 3.16807 0.22888  -0.023
H: 2.12372 1.94357 -0.53954  0.070
H: -0.89381 1.93741 -0.53718  0.162
H: 0.18065 0.80068 -1.39531  0.192
H: -0.10635 1.17395 1.67562  0.185
H: 1.12969 0.17779 0.92470  0.200
H: -1.20151 -0.77552 1.62203  0.130
H: -1.59143 -0.49362 -0.01231  0.138
H: -0.56479 -2.60970 0.24099  0.494
H: -1.25059 -4.86642 -0.40681  0.377
O: -0.75899 -5.64815 -0.12738  -1.371

Most stable of them? arrangement two.

Arrangement one

DFT (the ωB97M-V functional and the def2-TZVPD basis) results for CH4FNO as an isolated structure.

- HOMO level (alpha / beta): -8.58 / -9.35 eV
- Total charge: 0

Last column: natural (NBO) charge in e.
Positions of all 8 atoms, in Å:
C: -0.14842 -1.34703 0.00224  -0.041
N: 1.77139 -0.27209 0.61671  0.163
O: 0.86027 -0.61302 -0.24064  -0.221
F: 2.65031 0.51581 -0.11889  -0.255
H: -0.80086 -1.51427 -0.83622  0.183
H: -0.33142 -1.78287 0.97114  0.174
H: 0.32746 2.18719 0.35565  0.000
H: 0.43834 2.06264 -0.41070  -0.002

Arrangement two

DFT (the ωB97M-V functional and the def2-TZVPD basis) results for CH4FNO as an isolated structure.

- HOMO level (alpha / beta): -8.63 / -9.58 eV
- Total charge: 0

Last column: natural (NBO) charge in e.
Positions of all 8 atoms, in Å:
C: 0.71905 1.08278 0.28677  -0.020
N: -1.03745 -0.60681 0.44406  0.224
O: -0.49075 0.61289 0.34612  -0.287
F: -2.35385 -0.27791 0.61473  -0.235
H: 0.85742 2.01948 0.69452  0.172
H: 1.51061 0.52141 -0.13619  0.165
H: 0.49656 -1.71789 -1.51203  -0.016
H: 0.29842 -1.63395 -0.73797  -0.003

Most stable of them? arrangement one.